This record from the Open Molecules 2025 dataset describes a molecular structure, C37H41AlCl2Ge2N2O5S2. The level of theory is wB97M-V/def2-TZVPD.

Last column: Mulliken spin population.
CARTESIAN COORDINATES (ANGSTROEM)
Al: -0.43999 -0.40267 0.14383  0.1350
C: -1.39913 -6.99738 -3.08692  0.0000
C: -1.39223 -5.51130 -2.87981  0.0001
C: -2.38977 -4.70990 -3.42969  0.0001
C: -2.40412 -3.34067 -3.22034  0.0003
C: -1.40494 -2.77471 -2.44194  -0.0007
C: -0.38794 -3.54542 -1.89274  0.0016
C: -0.39056 -4.90851 -2.11858  0.0010
S: -1.48437 -1.05469 -2.11379  -0.0035
O: -2.25118 -0.40714 -3.12419  0.0014
O: -2.02017 -0.91674 -0.70989  -0.0051
N: -0.02748 -0.48732 -1.77854  0.0603
C: 0.93804 -0.44284 -2.82302  -0.0047
C: 0.66808 -0.94030 -4.07416  0.0019
C: 1.61048 -0.88247 -5.11820  0.0015
C: 2.82520 -0.30345 -4.92101  -0.0011
C: 3.13597 0.23882 -3.65435  -0.0022
C: 4.36163 0.90024 -3.41994  -0.0010
C: 4.60997 1.44010 -2.19589  0.0108
C: 3.63646 1.28466 -1.19180  0.0044
N: 2.49414 0.66493 -1.35599  -0.0174
C: 2.21122 0.15882 -2.58429  0.0121
H: -1.93841 -7.26923 -3.99197  0.0000
H: -1.89112 -7.48952 -2.24618  0.0000
H: -0.38664 -7.39230 -3.15275  0.0000
H: -3.16322 -5.16270 -4.03617  0.0001
H: -3.17122 -2.71663 -3.65633  -0.0001
H: 0.40207 -3.08231 -1.31617  -0.0037
H: 0.40171 -5.51882 -1.70430  0.0001
H: -0.29459 -1.37452 -4.30406  -0.0002
H: 1.34520 -1.29401 -6.08230  0.0002
H: 3.55423 -0.23526 -5.71730  -0.0002
H: 5.08028 0.97554 -4.22626  0.0001
H: 5.52889 1.96463 -1.97780  0.0004
H: 3.83412 1.68611 -0.20454  -0.0082
Cl: 0.01325 -5.24611 2.31756  0.0000
C: 0.79957 -3.68056 2.18466  0.0006
Cl: 1.38559 -3.08707 3.75545  0.0009
C: -0.15938 -2.62586 1.63841  0.0025
O: -1.31032 -2.53770 1.99444  0.0054
O: 0.44582 -1.79415 0.82733  0.1385
H: 1.66619 -3.77981 1.53969  -0.0003
C: -1.14396 3.79311 0.33439  0.0082
Ge: 0.73218 3.37733 -0.06584  0.1302
C: 1.92857 4.83040 0.47541  0.0442
C: 0.78660 3.11118 -1.99563  0.0089
Ge: 1.29382 1.44893 1.40204  0.2296
C: 0.69336 1.82803 3.23784  0.0792
C: 0.27771 3.08562 3.67341  -0.0496
C: -0.01678 3.32182 5.01186  -0.0088
C: 0.09181 2.29469 5.93679  0.0185
C: 0.50311 1.03384 5.52093  -0.0010
C: 0.80950 0.80911 4.18768  0.0221
C: 3.00112 0.57941 1.81896  0.0440
C: 3.79955 1.20830 2.77682  0.0369
C: 5.00825 0.65294 3.17143  0.0015
C: 5.42090 -0.55623 2.63307  0.0138
C: 4.62672 -1.19971 1.69418  -0.0053
C: 3.42947 -0.63338 1.28328  -0.0143
H: -1.40384 4.70302 -0.20897  -0.0008
H: -1.34534 3.95073 1.39078  -0.0001
H: -1.78361 2.98955 -0.03156  -0.0028
H: 1.63531 5.75034 -0.03110  0.0099
H: 2.95654 4.59586 0.20170  -0.0010
H: 1.88626 4.99345 1.55120  -0.0031
H: 0.25121 3.94968 -2.44459  -0.0006
H: 0.28471 2.19071 -2.28715  -0.0041
H: 1.80353 3.09894 -2.38109  -0.0006
H: 0.20846 3.90797 2.97265  -0.0005
H: -0.31890 4.31052 5.33200  0.0000
H: -0.12852 2.47823 6.97974  0.0009
H: 0.60261 0.23142 6.24120  -0.0003
H: 1.16824 -0.17042 3.88534  -0.0126
H: 3.47717 2.13894 3.22941  -0.0071
H: 5.61975 1.16029 3.90613  -0.0006
H: 6.35626 -0.99956 2.94699  0.0007
H: 4.94555 -2.14637 1.27681  -0.0004
H: 2.83175 -1.13529 0.53617  -0.0194
O: -1.39633 0.40032 1.46526  0.1315
S: -2.82403 -0.03526 1.95900  0.0219
C: -2.59237 -0.44742 3.70523  -0.0004
C: -2.90922 0.80406 4.51396  0.0037
C: -4.04230 1.50567 3.77205  -0.0014
C: -3.58395 1.56902 2.31936  -0.0005
H: -1.57502 -0.81712 3.79917  -0.0012
H: -3.28017 -1.27139 3.89705  -0.0005
H: -2.02826 1.44785 4.55658  -0.0025
H: -3.18483 0.54148 5.53452  0.0006
H: -4.23604 2.50826 4.15161  0.0003
H: -4.96964 0.93520 3.85794  0.0003
H: -2.77353 2.28718 2.18752  0.0017
H: -4.36997 1.75991 1.59238  -0.0003

Properties
charge	+1
DFT total energy	-8033.22983	hartree
spin multiplicity	2
gap between HOMO and LUMO (spin up / spin down)	7.99 / 6.33	eV
⟨S²⟩	0.75



This record from the Open Molecules 2025 dataset describes a molecular structure, C37H41IN3O2PSe2W. The level of theory is wB97M-V/def2-TZVPD.

Last column: Löwdin charge in e.
CARTESIAN COORDINATES (ANGSTROEM)
W: -0.06059 -0.42400 -0.54154  0.9825
C: -0.02384 -1.62863 -4.78559  -0.0878
C: -1.01658 -2.66266 -4.90298  -0.1102
C: -1.66005 -3.02890 -3.77064  -0.0530
C: -1.41174 -2.40694 -2.52193  -0.2514
N: -0.66258 -1.17036 -2.48907  -0.2227
C: 0.15788 -0.92622 -3.66585  -0.1422
C: -1.80433 -2.87890 -1.28065  -0.2813
C: -2.69664 -3.98430 -1.11840  -0.0147
C: -2.91129 -4.51983 0.10763  -0.0677
C: -2.25421 -3.96646 1.22667  -0.0625
C: -1.49319 -2.85673 1.03674  -0.1692
N: -1.30149 -2.25738 -0.16654  -0.1275
H: 0.62206 -1.39182 -5.62247  0.1105
H: -1.18133 -3.17163 -5.84066  0.0921
H: -2.34715 -3.86491 -3.78714  0.1056
H: 0.89463 -0.15574 -3.52758  0.0233
H: -3.17824 -4.39892 -1.99104  0.1025
H: -3.57528 -5.36748 0.22153  0.1074
H: -2.35363 -4.38394 2.21760  0.1012
H: -0.99809 -2.40037 1.87504  0.0716
C: 3.14016 2.76607 4.88860  -0.0859
C: 2.42406 3.19069 3.77887  -0.0717
C: 1.84642 2.26725 2.92329  -0.0934
C: 1.97701 0.90000 3.15543  -0.3022
C: 2.69624 0.48138 4.27662  -0.0797
C: 3.26950 1.40902 5.13622  -0.0798
P: 1.15816 -0.33309 2.05827  1.0047
C: 1.77039 -1.88897 2.77255  -0.4405
C: 1.01036 -2.71659 3.59026  -0.0923
C: 1.54306 -3.90457 4.07577  -0.0736
C: 2.84349 -4.26304 3.75902  -0.0803
C: 3.61214 -3.43592 2.94872  -0.0779
C: 3.07596 -2.26178 2.45097  -0.1771
C: -0.59015 -0.16388 2.45375  -0.4671
C: -1.20473 -0.03823 3.69381  -0.0780
C: -2.57507 0.15272 3.75249  -0.0746
C: -3.30204 0.24548 2.56924  -0.0633
C: -2.67916 0.14097 1.33295  -0.1236
C: -1.30360 -0.06775 1.25279  -0.4928
H: 3.59001 3.48855 5.55764  0.1021
H: 2.30867 4.24778 3.57507  0.1062
H: 1.25449 2.60418 2.08841  0.0208
H: 2.81971 -0.57063 4.48920  0.0958
H: 3.82130 1.06109 6.00027  0.1035
H: 0.00015 -2.43564 3.86220  0.0937
H: 0.94000 -4.54546 4.70638  0.1036
H: 3.26018 -5.18661 4.14010  0.1025
H: 4.62529 -3.71669 2.69131  0.1069
H: 3.66727 -1.63339 1.79391  0.1037
H: -0.61105 -0.07519 4.60092  0.1142
H: -3.07574 0.24328 4.70786  0.1018
H: -4.37228 0.40925 2.61284  0.1056
H: -3.27706 0.23862 0.44005  0.0702
O: 3.45324 4.79205 -0.63535  -0.0532
C: 2.67575 4.65754 -1.81500  -0.2222
C: 1.82279 3.36975 -1.75497  -0.5579
C: 0.97537 3.44217 -3.02137  -0.2087
O: 0.37132 2.19403 -3.31090  -0.1023
C: 2.78793 2.19673 -1.73251  -0.4763
Se: 2.27562 0.31952 -1.39656  0.4946
C: 1.04053 3.42412 -0.45618  -0.4660
Se: -0.29555 2.09629 0.10030  0.8135
H: 3.97789 5.59364 -0.70323  0.0939
H: 3.32584 4.60523 -2.69650  0.1276
H: 2.00450 5.51895 -1.93098  0.1311
H: 1.62974 3.73629 -3.85342  0.1301
H: 0.21505 4.22629 -2.90323  0.1323
H: -0.05973 2.26406 -4.16873  0.0800
H: 3.54538 2.41135 -0.98022  0.0596
H: 3.29883 2.11536 -2.69540  0.0688
H: 0.44532 4.34200 -0.41952  0.0727
H: 1.77650 3.49651 0.34203  0.0459
I: 1.62761 -2.67338 -0.68498  0.4901
C: -2.83590 1.90242 -2.00748  -0.0810
C: -2.56925 0.50048 -2.53888  -0.5431
C: -2.48023 0.56650 -4.06381  -0.0186
C: -3.75010 -0.42521 -2.19154  -0.0238
N: -1.30322 -0.02885 -1.94656  -0.1316
H: -3.73483 2.27207 -2.50593  0.0906
H: -1.99921 2.56203 -2.22683  0.0501
H: -3.00408 1.92196 -0.93347  0.0444
H: -3.44607 0.92208 -4.42770  0.0970
H: -2.29676 -0.40788 -4.50968  0.0673
H: -1.71602 1.26608 -4.39746  0.0700
H: -4.67789 0.12581 -2.35976  0.0926
H: -3.72944 -0.75951 -1.15700  0.0650
H: -3.75847 -1.30925 -2.82607  0.0801

Properties
charge	0
DFT total energy	-7258.20956	hartree
gap between HOMO and LUMO	5.48	eV



Question: The highest charge belongs to which entry?
Answer: C37H41AlCl2Ge2N2O5S2